Entry 1:
Here is a cluster of 7 separate species, C63H133N7O7 in total at a distorted geometry from the Open Molecules 2025 dataset. Energies are from the ωB97M-V functional and the def2-TZVPD basis.

Summary:
Orbital gap (eV): 8.249
Lowest unoccupied orbital energy (eV): 0.57
E_tot (eV): -92238.8594
Relative energy (zero: lowest compared OMol25 entry of this formula, charge and spin) (kJ/mol): 534.5

```
210
Properties=species:S:1:pos:R:3:mulliken_charge:R:1
C -1.74795 1.53482 1.28435 -2.096
C -1.46436 0.36843 0.37563 2.383
C -2.77256 -0.44695 0.21127 -1.767
C -1.13147 0.78711 -1.04847 -1.355
C 0.31381 1.34348 -1.09426 -1.695
C 1.28711 0.27373 -0.64161 0.631
C 0.92531 -0.41121 0.70614 2.860
C 1.71569 -1.72782 0.73084 -2.268
C 1.54998 0.43156 1.85750 -1.549
N -0.50464 -0.65162 0.85343 1.683
O -0.82602 -1.08072 2.15333 -0.633
H -2.47092 2.25393 0.90448 0.392
H -2.07085 1.10895 2.23509 0.380
H -0.79771 2.06757 1.38305 0.412
H -2.63800 -1.35721 -0.37504 -0.448
H -3.22025 -0.67622 1.17748 0.531
H -3.53607 0.04452 -0.40197 0.415
H -1.26455 -0.09297 -1.68875 -0.019
H -1.87447 1.45267 -1.49110 0.580
H 0.61476 1.70701 -2.08229 0.543
H 0.39441 2.26993 -0.51609 0.440
H 2.29220 0.69639 -0.60088 -0.238
H 1.29019 -0.40162 -1.50511 -0.948
H 1.33555 -2.49091 0.04808 0.291
H 1.65650 -2.14882 1.74114 0.580
H 2.79688 -1.60631 0.63803 0.144
H 2.05873 -0.14840 2.63107 0.410
H 0.70969 0.84575 2.42148 0.105
H 2.24680 1.21732 1.57491 0.094
H -0.97644 -2.01711 1.97417 -0.023
C -2.30855 -4.58028 -1.08519 -1.324
C -3.28669 -5.14455 0.04061 1.781
C -4.72709 -4.96848 -0.40777 -1.814
C -3.00952 -6.69273 -0.00124 -1.344
C -1.80946 -7.18390 0.75161 -0.690
C -1.74404 -6.47545 2.13671 -1.577
C -1.86890 -4.95817 2.17726 2.546
C -2.17715 -4.46264 3.57076 -1.821
C -0.61628 -4.35138 1.56168 -2.020
N -3.07619 -4.66123 1.34946 0.004
O -3.46662 -3.27545 1.41810 0.004
H -2.11909 -3.52139 -0.89161 -0.311
H -1.32878 -5.05647 -1.07039 0.331
H -2.78022 -4.64718 -2.06469 0.583
H -5.43835 -5.49686 0.22926 0.507
H -4.98498 -3.91286 -0.48540 0.083
H -4.86029 -5.41663 -1.39557 0.406
H -3.81480 -7.31150 0.40632 0.446
H -2.91715 -6.84009 -1.07814 0.354
H -1.86292 -8.22098 1.08295 0.455
H -0.85855 -7.03912 0.23128 0.268
H -0.87358 -6.80104 2.71025 0.427
H -2.60348 -6.93573 2.63840 0.451
H -1.54656 -4.95064 4.31986 0.440
H -3.22856 -4.52011 3.84655 0.413
H -1.91767 -3.41950 3.78260 0.227
H 0.09787 -4.97429 1.01755 0.534
H 0.06603 -4.11506 2.39368 0.507
H -0.70325 -3.40967 1.02130 -0.011
H -4.25859 -3.31938 1.96500 0.261
C 6.17693 -2.67436 -1.45190 -1.535
C 6.84311 -1.28948 -1.54904 1.904
C 7.72865 -1.13061 -0.26043 -2.211
C 7.83677 -1.21440 -2.72299 -1.306
C 7.19283 -0.82998 -3.98439 -0.703
C 6.41243 0.46381 -3.92342 -1.123
C 5.29552 0.28943 -2.84877 1.832
C 4.80593 1.73379 -2.56298 -1.584
C 4.14739 -0.57027 -3.37735 -1.550
N 5.83745 -0.21174 -1.52892 0.288
O 4.79881 -0.36229 -0.59593 -0.041
H 6.03870 -3.19378 -2.40879 0.379
H 6.63873 -3.47276 -0.86183 0.445
H 5.17301 -2.69542 -1.01858 0.028
H 8.60691 -1.77506 -0.21795 0.500
H 8.02041 -0.10772 -0.01347 0.385
H 7.12989 -1.39190 0.61974 0.444
H 8.62911 -0.48956 -2.50828 0.433
H 8.28322 -2.20621 -2.80262 0.405
H 7.87299 -0.85150 -4.84231 0.422
H 6.52187 -1.67247 -4.21273 0.237
H 5.95193 0.70330 -4.88046 0.479
H 7.06574 1.29256 -3.64196 0.334
H 5.45646 2.18265 -1.81337 0.409
H 3.83761 1.64387 -2.06215 -0.032
H 4.72669 2.36891 -3.44255 0.410
H 3.32635 -0.33523 -2.69152 0.175
H 4.31265 -1.64778 -3.35287 0.192
H 3.83310 -0.30647 -4.38600 0.610
H 4.12452 -0.72150 -1.19421 -0.074
C 6.34334 4.58522 5.47527 -1.707
C 7.23270 4.01252 4.38373 1.324
C 8.39462 4.99594 4.10381 -2.042
C 8.02998 2.78915 4.86456 -1.276
C 7.21334 1.52486 4.89420 -1.064
C 6.71013 1.22352 3.49296 -0.959
C 6.02844 2.37609 2.69146 2.239
C 6.39606 2.25352 1.23549 -2.363
C 4.53371 2.30577 2.99882 -1.867
N 6.50785 3.72386 3.13797 0.588
O 5.87886 4.90881 2.64138 -0.490
H 6.01452 5.55520 5.10227 0.361
H 5.48728 3.93056 5.64167 0.347
H 6.88191 4.69932 6.41587 0.388
H 7.99480 5.94022 3.72347 0.502
H 9.01041 5.18787 4.98202 0.384
H 9.05956 4.56719 3.35316 0.436
H 8.94439 2.56652 4.30955 0.375
H 8.40800 2.88311 5.88894 0.529
H 7.71204 0.62525 5.27498 0.463
H 6.40841 1.50199 5.64018 0.416
H 6.01965 0.38486 3.62746 0.275
H 7.48739 0.78217 2.86325 0.448
H 5.86237 3.02659 0.67961 0.565
H 6.24562 1.24885 0.82963 0.175
H 7.45644 2.36607 0.99068 0.475
H 4.39822 2.55813 4.04915 0.343
H 4.11585 1.34609 2.69153 0.164
H 3.92986 3.01077 2.41901 0.507
H 6.65986 5.26219 2.20056 0.381
C -6.21155 -0.65743 -1.47464 -2.205
C -7.33513 -0.98627 -2.47952 2.187
C -7.20570 -2.36479 -3.10177 -1.631
C -8.63933 -0.98451 -1.63344 -1.288
C -9.89723 -0.82264 -2.47766 -0.540
C -9.80369 0.42514 -3.28770 -1.328
C -8.55044 0.49085 -4.21281 1.664
C -8.70423 -0.38899 -5.47677 -1.565
C -8.38624 1.98030 -4.58331 -1.788
N -7.29433 0.14547 -3.47288 -0.167
O -6.27458 -0.04858 -4.40487 -0.252
H -5.36396 -0.44488 -2.14355 0.281
H -6.27231 0.30048 -0.95809 0.455
H -5.83149 -1.41979 -0.79460 0.325
H -6.38450 -2.26820 -3.82449 0.354
H -6.76900 -3.11902 -2.44126 0.329
H -8.07048 -2.80279 -3.59242 0.275
H -8.82726 -1.79617 -0.93204 0.399
H -8.57391 -0.05596 -1.05342 0.431
H -9.96166 -1.70218 -3.12403 0.275
H -10.69371 -0.83519 -1.73058 0.440
H -10.03733 1.38074 -2.81734 0.403
H -10.61333 0.41796 -4.03074 0.393
H -8.66373 -1.46955 -5.35074 0.302
H -7.97468 -0.11635 -6.23570 0.324
H -9.71758 -0.18953 -5.83593 0.460
H -8.61820 2.70427 -3.81129 0.380
H -9.03088 2.17954 -5.44860 0.438
H -7.40711 2.05602 -5.06124 0.317
H -5.73254 0.74614 -4.34312 0.338
C -0.27556 -4.19793 -4.60065 -2.028
C -0.12991 -2.70242 -5.10857 1.962
C 0.87245 -1.93593 -4.25683 -1.334
C 0.27846 -2.85830 -6.56554 -1.746
C 0.32566 -1.49322 -7.30508 -0.620
C -1.09158 -1.04500 -7.35205 -1.304
C -1.74868 -0.89089 -5.96192 2.209
C -1.23653 0.36962 -5.24468 -1.683
C -3.26647 -0.75054 -6.20200 -2.573
N -1.50401 -2.12147 -5.18043 0.043
O -2.25351 -2.19066 -4.00413 0.220
H -0.38780 -4.11154 -3.51722 0.201
H -1.23933 -4.57711 -4.93276 0.454
H 0.63645 -4.69792 -4.90819 0.467
H 0.50440 -1.83689 -3.23387 0.028
H 1.82518 -2.44443 -4.41105 0.423
H 0.98688 -0.89453 -4.55567 0.186
H 1.17666 -3.46800 -6.71411 0.524
H -0.43651 -3.52557 -7.05544 0.466
H 1.03177 -0.76818 -6.89347 0.275
H 0.73803 -1.65136 -8.30620 0.419
H -1.63228 -1.75438 -7.97783 0.362
H -1.02556 -0.01353 -7.71892 0.419
H -0.15857 0.46392 -5.38994 0.323
H -1.30285 0.29445 -4.15629 0.118
H -1.76732 1.26067 -5.57802 0.553
H -3.41817 -0.26477 -7.16905 0.492
H -3.78993 -0.37263 -5.33110 0.471
H -3.62252 -1.74043 -6.51051 0.496
H -2.88457 -2.90272 -4.15534 0.160
C -0.44574 2.27879 5.54994 -1.977
C -0.72023 3.52101 6.46804 2.125
C -1.10471 3.10156 7.91932 -1.932
C 0.54635 4.33099 6.47718 -1.464
C 0.31413 5.80182 6.88796 -0.821
C -0.55351 6.39944 5.71932 -1.583
C -1.93692 5.69718 5.67279 1.803
C -2.71290 6.31882 6.83620 -1.650
C -2.50942 6.02090 4.28866 -1.973
N -1.84778 4.25729 5.84094 0.379
O -3.05795 3.54920 5.95117 -0.453
H -0.68708 1.32901 6.03936 0.385
H -1.07731 2.39196 4.67551 0.391
H 0.62530 2.12925 5.40954 0.308
H -1.77904 2.24756 7.90115 0.447
H -0.19754 2.71424 8.39590 0.449
H -1.41689 3.90811 8.58173 0.345
H 1.28014 3.92221 7.17199 0.590
H 0.98344 4.46489 5.48681 0.411
H -0.22674 6.00389 7.81487 0.349
H 1.24174 6.37058 6.96310 0.397
H 0.07758 6.31714 4.83320 0.399
H -0.68728 7.45950 5.93040 0.493
H -3.67694 6.73659 6.52260 0.432
H -2.26499 7.13549 7.40233 0.359
H -2.99799 5.58617 7.59785 0.231
H -2.69100 7.09149 4.16517 0.431
H -3.38583 5.40861 4.07304 0.396
H -1.80487 5.81691 3.47915 0.366
H -3.50344 4.00450 6.68449 0.358
```

---

Entry 2:
Here is a cluster of 5 separate species, C25H64F3N4O11S in total at a distorted geometry from the Open Molecules 2025 dataset. Energies are from the ωB97M-V functional and the def2-TZVPD basis.

Summary:
Orbital gap (eV): 10.598
Total charge: +3
Lowest unoccupied orbital energy (eV): -5.59
E_tot (eV): -74406.5680

```
108
Properties=species:S:1:pos:R:3:mulliken_charge:R:1
C -5.60387 3.83619 -0.10827 -0.812
O -4.64697 2.85287 -0.55249 -0.195
C -5.22363 2.12208 -1.63777 -0.632
C -4.25019 1.07904 -2.07188 -0.646
N -3.06801 1.65673 -2.76845 0.449
H -2.84165 2.56712 -2.33523 0.603
H -2.21423 1.06236 -2.76844 -0.255
C -3.28232 2.09197 -4.20136 -0.798
C -2.13049 3.08244 -4.42617 -0.432
O -2.35914 3.99490 -3.36004 -0.362
C -1.64852 5.19538 -3.39898 -0.843
H -5.77236 4.60582 -0.81090 0.337
H -5.22788 4.25532 0.82236 0.210
H -6.56560 3.31175 0.07966 0.341
H -5.47669 2.71247 -2.47045 0.416
H -6.22192 1.68386 -1.34014 0.566
H -4.60227 0.26362 -2.66234 0.528
H -3.86247 0.56639 -1.15543 0.116
H -4.22829 2.54813 -4.38262 0.355
H -3.23388 1.19689 -4.82207 0.403
H -2.28723 3.60545 -5.35130 0.537
H -1.20265 2.46777 -4.39881 0.192
H -1.92987 5.72269 -4.30636 0.354
H -0.53596 5.02029 -3.37153 0.287
H -1.94217 5.85788 -2.56845 0.281
C 0.80712 -4.78411 -3.74297 -0.609
O 1.57295 -3.77726 -4.41661 -0.392
C 0.70811 -2.91456 -5.13193 -0.307
C 1.56120 -1.76462 -5.59761 -0.796
N 2.23487 -1.22724 -4.37871 0.529
H 1.53580 -0.61692 -3.98146 -0.163
H 2.35093 -1.97640 -3.68069 0.368
C 3.44220 -0.41601 -4.51892 -0.641
C 3.99762 -0.17407 -3.09161 -0.432
O 3.90953 -1.28044 -2.30397 -0.220
C 5.02710 -2.23818 -2.41659 -0.786
H 0.29796 -4.31007 -2.93519 0.123
H 1.57425 -5.54282 -3.51279 0.251
H 0.07251 -5.29853 -4.35136 0.363
H -0.14571 -2.53229 -4.46173 0.162
H 0.31769 -3.43611 -5.99542 0.547
H 1.01473 -0.93338 -6.04509 0.372
H 2.29649 -1.99360 -6.31323 0.492
H 3.15518 0.50678 -5.05964 0.441
H 4.19111 -0.92445 -5.14234 0.389
H 3.37494 0.52432 -2.54358 0.144
H 5.04577 0.18870 -3.19600 0.466
H 5.52046 -2.02893 -3.35342 0.456
H 4.63478 -3.25413 -2.29592 0.196
H 5.72483 -1.98187 -1.61463 0.269
C -1.98913 -1.60682 2.91812 -0.943
O -0.88011 -2.35812 2.35910 -0.319
C -1.24700 -2.96318 1.13805 -0.117
C -0.11024 -3.93325 0.80322 -0.811
N 1.24691 -3.24317 0.83065 0.756
H 1.08157 -2.41466 0.23895 -0.356
H 1.38832 -2.84395 1.74649 0.553
C 2.58264 -3.85625 0.45001 -0.314
C 2.79499 -5.00357 1.35285 -0.900
O 2.69132 -4.50166 2.66962 -0.333
C 3.08094 -5.36301 3.74867 -0.708
H -1.60892 -1.16942 3.80117 0.341
H -2.71157 -2.36149 3.31259 0.416
H -2.52318 -1.02246 2.17119 0.298
H -1.37781 -2.22811 0.36390 -0.109
H -2.16223 -3.55872 1.15476 0.547
H -0.17854 -4.40093 -0.18368 0.406
H -0.13312 -4.60415 1.62881 0.437
H 3.32762 -3.09192 0.59756 0.411
H 2.49987 -4.17974 -0.56203 0.244
H 3.79839 -5.32814 1.25913 0.635
H 2.09844 -5.85615 1.12794 0.305
H 3.43620 -4.68428 4.54061 0.227
H 3.88683 -6.05299 3.40125 0.317
H 2.22031 -5.96568 4.07527 0.290
C -2.97414 0.96696 5.55325 -0.859
O -1.77052 1.72592 5.35694 -0.354
C -1.97229 2.74588 4.36756 -0.352
C -0.70951 3.62694 4.48039 -0.753
N -0.14753 3.60510 5.92019 -0.076
H -0.77582 4.18354 6.50369 0.435
H -0.31398 2.64283 6.22379 0.384
C 1.13493 4.18025 6.11579 -0.730
C 2.23093 3.17600 5.72279 -0.606
O 2.28172 2.99333 4.33909 -0.262
C 3.39075 2.12881 4.04719 -0.813
H -3.32474 0.43534 4.67247 0.296
H -3.80058 1.61555 5.87442 0.365
H -2.90021 0.23271 6.35420 0.321
H -2.89665 3.35776 4.60866 0.382
H -2.10715 2.45022 3.29377 0.297
H -0.80601 4.63101 4.13105 0.477
H 0.03128 3.11737 3.90623 0.375
H 1.33924 4.35559 7.16624 0.413
H 1.30163 5.14205 5.57325 0.305
H 2.03580 2.19448 6.24048 0.374
H 3.17793 3.59959 6.06253 0.446
H 3.41797 2.12673 2.96100 0.210
H 3.18685 1.22898 4.54649 0.396
H 4.34884 2.53656 4.28223 0.336
C 0.45861 0.89980 -0.51074 0.614
F 0.42647 0.39297 0.72151 -0.219
F -0.17520 2.06248 -0.63092 -0.202
F 1.76782 1.19294 -0.76118 -0.250
S -0.17844 -0.35964 -1.74735 0.874
O 0.73281 -1.48286 -1.46159 -0.549
O -1.56222 -0.55246 -1.33362 -0.738
O 0.07470 0.26583 -3.07513 -1.027
```